{
  "formula": "C48H39CsI2N7OPSe2",
  "method": "the ωB97M-V functional and the def2-TZVPD basis",
  "orbital_gap_ev": 4.65,
  "e_homo_ev": -1.3,
  "energy_ha": -8070.99846,
  "e_above_lowest_kj_mol": 65.6,
  "max_force_ev_per_a": 2.15,
  "charge": -2,
  "species": ["Cs", "I", "C", "C", "C", "I", "C", "O", "C", "C", "N", "C", "C", "C", "C", "C", "C", "N", "C", "H", "H", "H", "H", "H", "H", "H", "H", "H", "H", "H", "C", "C", "N", "C", "C", "C", "C", "C", "C", "C", "N", "C", "C", "C", "C", "C", "C", "C", "C", "N", "C", "H", "H", "H", "H", "H", "H", "H", "H", "H", "H", "H", "H", "Se", "P", "Se", "C", "C", "C", "C", "C", "C", "C", "C", "C", "C", "C", "C", "H", "H", "H", "H", "H", "H", "H", "H", "H", "H", "N", "C", "C", "C", "N", "C", "C", "H", "H", "H", "H", "H", "H"],
  "xyz": [[0.10, -0.36, -0.73], [1.13, -0.69, -9.13], [0.65, -0.64, -7.06], [1.32, -1.47, -6.18], [0.96, -1.42, -4.86], [1.91, -2.70, -3.46], [-0.08, -0.61, -4.32], [-0.40, -0.64, -3.11], [-0.74, 0.21, -5.30], [-1.95, 1.00, -4.86], [-1.80, 1.91, -3.74], [-0.72, 2.87, -3.88], [-0.64, 3.69, -2.62], [-0.77, 5.07, -2.63], [-0.75, 5.75, -1.42], [-0.60, 5.03, -0.25], [-0.47, 3.65, -0.34], [-0.48, 3.01, -1.50], [-0.37, 0.19, -6.62], [2.08, -2.15, -6.53], [-2.73, 0.29, -4.56], [-2.33, 1.59, -5.71], [-1.60, 1.35, -2.90], [-0.94, 3.51, -4.74], [0.26, 2.38, -4.05], [-0.89, 5.61, -3.56], [-0.85, 6.83, -1.39], [-0.59, 5.51, 0.71], [-0.36, 3.03, 0.54], [-0.91, 0.82, -7.32], [2.01, 2.39, 4.12], [1.51, 1.68, 3.02], [0.24, 1.50, 2.78], [-0.66, 2.04, 3.61], [-0.28, 2.81, 4.75], [1.11, 2.95, 4.99], [-1.25, 3.40, 5.57], [-2.59, 3.22, 5.28], [-2.99, 2.42, 4.23], [-2.07, 1.79, 3.37], [-2.42, 1.08, 2.31], [-3.44, 0.26, 2.17], [-3.99, -0.52, 3.22], [-4.96, -1.47, 2.99], [-5.48, -1.69, 1.74], [-5.03, -0.91, 0.66], [-5.56, -1.02, -0.64], [-5.11, -0.20, -1.64], [-4.09, 0.71, -1.34], [-3.56, 0.83, -0.15], [-4.00, 0.06, 0.85], [3.07, 2.49, 4.27], [2.19, 1.21, 2.31], [1.44, 3.51, 5.86], [-0.92, 3.98, 6.43], [-3.34, 3.70, 5.91], [-4.04, 2.26, 4.04], [-3.60, -0.38, 4.22], [-5.34, -2.05, 3.83], [-6.27, -2.42, 1.56], [-6.34, -1.75, -0.81], [-5.52, -0.26, -2.65], [-3.70, 1.38, -2.10], [4.15, 1.26, -0.09], [4.05, -0.61, 0.95], [2.27, -1.78, 1.16], [5.37, -1.64, 0.20], [5.02, -2.71, -0.60], [6.00, -3.45, -1.25], [7.33, -3.10, -1.10], [7.68, -2.02, -0.31], [6.71, -1.29, 0.34], [4.73, -0.40, 2.65], [4.76, -1.51, 3.48], [5.25, -1.39, 4.76], [5.72, -0.17, 5.22], [5.71, 0.94, 4.39], [5.20, 0.82, 3.11], [3.98, -2.96, -0.72], [5.72, -4.28, -1.88], [8.10, -3.67, -1.60], [8.73, -1.74, -0.20], [6.97, -0.42, 0.94], [4.38, -2.45, 3.10], [5.25, -2.26, 5.41], [6.09, -0.08, 6.23], [6.09, 1.89, 4.74], [5.16, 1.68, 2.45], [-4.25, -5.95, -1.70], [-3.63, -4.77, -1.31], [-2.90, -4.70, -0.13], [-2.23, -3.52, 0.17], [-2.22, -2.47, -0.63], [-2.92, -2.54, -1.75], [-3.65, -3.65, -2.13], [-4.44, -6.61, -0.96], [-4.98, -5.86, -2.38], [-2.85, -5.55, 0.53], [-1.66, -3.42, 1.09], [-2.89, -1.66, -2.38], [-4.23, -3.65, -3.05]],
  "lowdin_charge": [0.81, 0.70, -0.73, -0.26, -0.59, 0.88, -0.51, -0.52, -0.16, -0.18, -0.06, -0.17, -0.27, -0.04, -0.09, -0.06, -0.11, 0.11, -0.15, 0.07, 0.12, 0.11, 0.06, 0.12, 0.13, 0.10, 0.10, 0.10, 0.10, 0.09, -0.06, -0.15, 0.13, -0.17, -0.19, -0.04, -0.11, -0.13, -0.06, -0.25, 0.11, -0.25, -0.05, -0.13, -0.11, -0.19, -0.05, -0.09, -0.16, 0.14, -0.17, 0.08, 0.04, 0.10, 0.08, 0.09, 0.10, 0.10, 0.09, 0.08, 0.11, 0.10, 0.08, 0.18, 0.02, 0.11, -0.40, -0.13, -0.09, -0.11, -0.10, -0.10, -0.41, -0.11, -0.09, -0.11, -0.11, -0.14, 0.03, 0.10, 0.09, 0.09, 0.10, 0.08, 0.09, 0.09, 0.10, 0.05, 0.09, -0.33, -0.02, -0.14, 0.01, -0.16, -0.02, 0.08, 0.08, 0.10, 0.12, 0.09, 0.11]
}

***

{
  "formula": "C48H39F5I2MoN2O5Si",
  "method": "the ωB97M-V functional and the def2-TZVPD basis",
  "orbital_gap_ev": [7.24, 7.22],
  "multiplicity": 3,
  "e_homo_ev": [-8.1, -8.3],
  "energy_ha": -3790.67066,
  "e_above_lowest_kj_mol": 54.4,
  "max_force_ev_per_a": 2.71,
  "species": ["Mo", "O", "C", "C", "O", "O", "C", "C", "C", "C", "C", "C", "C", "C", "C", "C", "C", "C", "H", "H", "H", "H", "H", "H", "H", "H", "H", "H", "H", "C", "Si", "C", "N", "C", "C", "C", "C", "C", "C", "C", "C", "C", "C", "C", "C", "C", "C", "C", "C", "C", "H", "H", "H", "H", "H", "H", "H", "H", "H", "H", "H", "H", "H", "H", "H", "H", "H", "H", "H", "H", "H", "H", "H", "H", "I", "C", "C", "C", "I", "C", "C", "C", "C", "N", "C", "C", "O", "H", "H", "H", "H", "F", "C", "C", "F", "C", "F", "C", "O", "C", "F", "C", "F"],
  "xyz": [[13.88, 14.24, 11.60], [13.47, 13.45, 13.88], [12.08, 13.40, 14.33], [11.26, 13.78, 13.07], [10.05, 13.69, 13.16], [11.91, 14.31, 12.07], [11.79, 14.59, 15.26], [10.70, 14.54, 16.13], [10.39, 15.58, 16.93], [11.03, 16.79, 16.80], [12.12, 16.89, 15.95], [12.46, 15.80, 15.18], [11.83, 12.05, 14.98], [10.64, 11.35, 14.79], [10.34, 10.19, 15.55], [11.22, 9.78, 16.52], [12.40, 10.48, 16.71], [12.68, 11.60, 15.97], [14.01, 13.96, 14.51], [10.25, 13.54, 16.25], [9.62, 15.38, 17.70], [10.72, 17.60, 17.42], [12.79, 17.75, 15.82], [13.32, 15.85, 14.53], [9.89, 11.73, 14.11], [9.39, 9.71, 15.41], [10.98, 8.89, 17.11], [13.14, 10.15, 17.49], [13.61, 12.12, 16.18], [13.72, 16.41, 11.13], [12.53, 16.80, 9.76], [13.18, 15.41, 8.66], [13.17, 14.11, 9.33], [14.14, 13.21, 8.61], [13.79, 13.11, 7.11], [12.25, 12.89, 6.88], [11.62, 12.47, 8.15], [11.77, 13.53, 9.24], [10.69, 16.64, 10.05], [10.13, 16.69, 11.31], [8.75, 16.85, 11.44], [7.92, 16.96, 10.35], [8.47, 16.84, 9.08], [9.84, 16.69, 8.98], [12.84, 18.41, 8.87], [11.85, 19.36, 8.73], [12.15, 20.66, 8.29], [13.47, 21.00, 7.99], [14.47, 20.06, 8.06], [14.14, 18.78, 8.44], [13.51, 16.97, 12.06], [14.73, 16.67, 10.79], [14.22, 15.66, 8.48], [12.72, 15.28, 7.66], [14.08, 12.24, 9.14], [15.10, 13.62, 8.68], [14.39, 12.30, 6.66], [14.06, 13.99, 6.59], [12.10, 12.13, 6.10], [11.82, 13.78, 6.45], [12.04, 11.50, 8.46], [10.52, 12.33, 8.00], [11.46, 13.05, 10.14], [11.06, 14.36, 9.10], [10.80, 16.63, 12.18], [8.30, 16.86, 12.46], [6.87, 17.08, 10.50], [7.90, 16.88, 8.16], [10.30, 16.68, 7.99], [10.88, 19.06, 9.10], [11.39, 21.41, 8.24], [13.73, 21.98, 7.65], [15.50, 20.31, 7.84], [14.95, 18.05, 8.55], [16.20, 17.56, 14.83], [17.13, 16.21, 13.47], [18.51, 16.26, 13.27], [19.07, 15.40, 12.39], [21.10, 15.52, 12.13], [18.33, 14.49, 11.66], [18.80, 13.45, 10.82], [17.92, 12.60, 10.25], [16.53, 12.69, 10.54], [16.03, 13.68, 11.22], [16.94, 14.49, 11.85], [16.34, 15.32, 12.78], [15.08, 15.19, 12.95], [19.10, 16.96, 13.85], [19.87, 13.28, 10.65], [18.25, 11.80, 9.60], [15.83, 12.02, 10.11], [12.56, 7.59, 14.03], [12.76, 8.76, 13.35], [13.87, 9.57, 13.70], [14.71, 9.21, 14.67], [14.15, 10.76, 12.96], [15.20, 11.54, 13.27], [13.30, 11.18, 11.91], [13.60, 12.26, 11.16], [12.24, 10.36, 11.53], [11.43, 10.64, 10.51], [11.98, 9.19, 12.28], [10.88, 8.49, 11.86]],
  "lowdin_charge": [1.83, -0.09, -0.26, -0.51, 0.11, -0.20, -0.12, -0.02, -0.08, -0.08, -0.07, -0.04, -0.16, -0.01, -0.06, -0.09, -0.09, -0.04, 0.11, 0.13, 0.12, 0.10, 0.10, 0.07, 0.11, 0.10, 0.11, 0.13, 0.13, -0.29, 0.65, -0.25, -0.23, -0.19, -0.15, -0.19, -0.19, -0.15, -0.29, -0.08, -0.07, -0.08, -0.07, -0.15, -0.23, -0.09, -0.06, -0.10, -0.10, -0.09, 0.02, 0.02, 0.09, 0.09, 0.10, 0.08, 0.12, 0.08, 0.11, 0.10, 0.11, 0.14, 0.09, 0.11, 0.11, 0.12, 0.09, 0.10, 0.11, 0.09, 0.09, 0.10, 0.11, 0.09, 0.91, -0.57, -0.22, -0.71, 0.97, -0.21, -0.03, -0.01, -0.10, 0.03, -0.14, -0.46, -0.29, 0.08, 0.08, 0.11, 0.10, 0.08, -0.11, -0.13, 0.11, -0.13, 0.09, -0.23, -0.28, -0.14, 0.12, -0.10, 0.08]
}

***

{
  "formula": "C48H40BN12Pt",
  "method": "the ωB97M-V functional and the def2-TZVPD basis",
  "orbital_gap_ev": 4.45,
  "e_homo_ev": -15.8,
  "energy_ha": -2653.50970,
  "e_above_lowest_kj_mol": 215.7,
  "max_force_ev_per_a": 1.30,
  "charge": 3,
  "species": ["Pt", "C", "C", "N", "C", "C", "N", "C", "C", "C", "C", "C", "N", "C", "C", "N", "C", "C", "N", "C", "C", "C", "N", "C", "C", "H", "H", "H", "H", "H", "H", "H", "H", "H", "H", "H", "H", "C", "C", "C", "C", "N", "N", "B", "N", "N", "C", "C", "C", "C", "C", "C", "C", "C", "C", "C", "N", "N", "C", "C", "C", "C", "C", "C", "C", "C", "C", "C", "C", "C", "C", "C", "C", "C", "H", "H", "H", "H", "H", "H", "H", "H", "H", "H", "H", "H", "H", "H", "H", "H", "H", "H", "H", "H", "H", "H", "H", "H", "H", "H", "H", "H"],
  "xyz": [[0.14, -0.84, -0.24], [-1.79, 1.56, -3.81], [-0.87, 0.79, -3.12], [-0.61, 1.02, -1.84], [-1.25, 2.03, -1.25], [-2.21, 2.75, -1.93], [-2.49, 2.51, -3.21], [-0.84, 2.29, 0.14], [-0.89, 3.55, 0.71], [-0.34, 3.77, 1.97], [0.26, 2.67, 2.59], [0.28, 1.45, 1.95], [-0.28, 1.25, 0.76], [1.08, 0.31, 2.41], [1.57, 0.17, 3.69], [2.45, -0.77, 4.03], [2.85, -1.59, 3.07], [2.31, -1.54, 1.79], [1.41, -0.61, 1.47], [-0.33, 5.12, 2.60], [-1.10, 6.16, 2.08], [-1.04, 7.40, 2.70], [-0.29, 7.66, 3.77], [0.44, 6.66, 4.26], [0.46, 5.39, 3.71], [-1.99, 1.38, -4.86], [-0.31, 0.00, -3.61], [-2.79, 3.53, -1.44], [-1.31, 4.36, 0.13], [0.74, 2.77, 3.55], [1.24, 0.84, 4.48], [3.62, -2.32, 3.31], [2.62, -2.23, 1.02], [-1.75, 6.03, 1.23], [-1.63, 8.22, 2.31], [1.05, 6.89, 5.12], [1.11, 4.64, 4.16], [-1.61, -3.54, -4.53], [-1.76, -2.66, -3.33], [-2.88, -2.00, -2.88], [-2.54, -1.35, -1.70], [-1.22, -1.62, -1.47], [-0.76, -2.41, -2.48], [0.68, -2.94, -2.37], [0.82, -3.50, -0.97], [0.42, -2.74, 0.09], [0.43, -3.52, 1.21], [0.89, -4.77, 0.83], [1.12, -4.73, -0.54], [1.56, -5.83, -1.44], [-0.07, -3.15, 2.54], [0.43, -3.82, 3.66], [-0.04, -3.50, 4.92], [-1.02, -2.52, 5.08], [-1.52, -1.86, 3.97], [-1.05, -2.17, 2.71], [1.55, -1.69, -2.55], [1.67, -0.78, -1.56], [2.47, 0.29, -2.05], [2.88, -0.12, -3.31], [2.29, -1.34, -3.60], [2.42, -2.17, -4.82], [2.93, 1.54, -1.43], [2.73, 1.88, -0.10], [3.29, 3.02, 0.44], [4.06, 3.86, -0.35], [4.25, 3.55, -1.69], [3.69, 2.41, -2.23], [-3.45, -0.62, -0.79], [-4.79, -0.50, -1.15], [-5.70, 0.08, -0.28], [-5.29, 0.56, 0.95], [-3.95, 0.46, 1.31], [-3.05, -0.13, 0.44], [-2.57, -3.65, -5.02], [-1.25, -4.53, -4.25], [-0.91, -3.12, -5.25], [-3.85, -2.00, -3.35], [0.92, -3.76, -3.20], [1.00, -5.63, 1.47], [1.79, -6.71, -0.85], [2.45, -5.55, -2.01], [0.78, -6.09, -2.16], [1.19, -4.58, 3.55], [0.34, -4.02, 5.79], [-1.39, -2.29, 6.07], [-2.30, -1.12, 4.10], [-1.50, -1.70, 1.84], [3.55, 0.41, -3.96], [3.12, -1.70, -5.51], [1.46, -2.28, -5.33], [2.80, -3.17, -4.59], [2.15, 1.23, 0.50], [3.14, 3.26, 1.49], [4.53, 4.74, 0.08], [4.84, 4.21, -2.32], [3.84, 2.20, -3.28], [-5.13, -0.86, -2.11], [-6.74, 0.16, -0.57], [-6.01, 0.99, 1.63], [-3.62, 0.83, 2.28], [-2.02, -0.20, 0.76]],
  "lowdin_charge": [1.62, -0.05, -0.08, 0.08, -0.19, -0.02, 0.15, -0.19, 0.09, -0.08, 0.08, -0.22, 0.03, -0.18, -0.01, 0.17, -0.05, -0.07, -0.03, -0.17, 0.00, -0.09, 0.11, -0.10, 0.00, 0.13, 0.12, 0.14, 0.12, 0.12, 0.14, 0.14, 0.13, 0.11, 0.12, 0.12, 0.11, 0.03, -0.21, 0.07, -0.17, -0.08, 0.05, -0.51, 0.07, -0.08, -0.19, 0.08, -0.20, 0.03, -0.19, -0.02, -0.03, -0.03, -0.05, -0.05, 0.03, 0.01, -0.12, 0.06, -0.21, 0.03, -0.16, -0.04, -0.04, -0.03, -0.03, 0.00, -0.16, 0.00, -0.02, -0.03, -0.05, -0.08, 0.10, 0.10, 0.09, 0.13, 0.14, 0.14, 0.10, 0.10, 0.10, 0.13, 0.13, 0.13, 0.11, 0.07, 0.13, 0.11, 0.09, 0.10, 0.05, 0.11, 0.12, 0.13, 0.11, 0.12, 0.13, 0.12, 0.11, 0.03]
}

***

{
  "formula": "C48H40F8",
  "method": "the ωB97M-V functional and the def2-TZVPD basis",
  "orbital_gap_ev": 9.57,
  "e_homo_ev": -9.1,
  "energy_ha": -2651.88599,
  "smiles": "Fc1ccccc1.Fc1ccccc1.Fc1ccccc1.Fc1ccccc1.Fc1ccccc1.Fc1ccccc1.Fc1ccccc1.Fc1ccccc1",
  "e_above_lowest_kj_mol": 280.0,
  "max_force_ev_per_a": 4.70,
  "species": ["F", "C", "C", "C", "C", "C", "C", "H", "H", "H", "H", "H", "F", "C", "C", "C", "C", "C", "C", "H", "H", "H", "H", "H", "F", "C", "C", "C", "C", "C", "C", "H", "H", "H", "H", "H", "F", "C", "C", "C", "C", "C", "C", "H", "H", "H", "H", "H", "F", "C", "C", "C", "C", "C", "C", "H", "H", "H", "H", "H", "F", "C", "C", "C", "C", "C", "C", "H", "H", "H", "H", "H", "F", "C", "C", "C", "C", "C", "C", "H", "H", "H", "H", "H", "F", "C", "C", "C", "C", "C", "C", "H", "H", "H", "H", "H"],
  "xyz": [[5.64, 2.62, -0.54], [5.56, 1.28, -0.33], [5.41, 0.44, -1.38], [5.34, -1.00, -1.16], [5.10, -1.45, 0.10], [5.15, -0.53, 1.15], [5.39, 0.76, 0.96], [5.50, 0.80, -2.40], [5.34, -1.54, -2.09], [4.98, -2.49, 0.40], [5.12, -1.07, 2.07], [5.48, 1.38, 1.87], [2.18, 0.06, 2.92], [3.01, 0.81, 3.79], [3.39, 0.16, 4.94], [4.29, 0.89, 5.71], [4.61, 2.22, 5.36], [4.00, 2.83, 4.28], [3.13, 2.12, 3.44], [3.00, -0.82, 5.26], [4.61, 0.41, 6.61], [5.40, 2.68, 5.95], [4.29, 3.80, 3.98], [2.84, 2.56, 2.51], [-3.44, 0.35, 6.51], [-2.47, -0.59, 5.95], [-2.67, -1.90, 6.22], [-1.95, -2.75, 5.51], [-0.95, -2.36, 4.65], [-0.77, -0.93, 4.45], [-1.58, -0.05, 5.06], [-3.40, -2.34, 6.93], [-2.15, -3.82, 5.65], [-0.43, -3.16, 4.06], [-0.04, -0.62, 3.71], [-1.49, 0.99, 5.01], [-3.00, -0.61, 1.90], [-3.70, -1.72, 1.62], [-2.96, -2.87, 1.49], [-3.65, -4.04, 1.16], [-5.03, -4.06, 1.21], [-5.68, -2.85, 1.21], [-5.02, -1.68, 1.37], [-1.85, -2.85, 1.55], [-3.09, -4.91, 1.07], [-5.45, -5.03, 0.98], [-6.75, -2.76, 1.03], [-5.52, -0.68, 1.38], [3.17, 3.03, -5.10], [2.03, 2.34, -5.33], [0.91, 3.04, -5.62], [-0.28, 2.37, -5.99], [-0.27, 1.01, -6.12], [0.87, 0.31, -5.80], [2.08, 0.94, -5.45], [0.97, 4.08, -5.40], [-1.17, 2.95, -6.22], [-1.15, 0.46, -6.40], [0.84, -0.78, -5.79], [3.00, 0.38, -5.27], [-0.81, 5.44, -1.49], [-1.61, 4.53, -0.84], [-2.73, 4.12, -1.45], [-3.47, 3.17, -0.70], [-3.04, 2.61, 0.50], [-1.83, 3.08, 1.07], [-1.13, 4.03, 0.37], [-3.07, 4.34, -2.44], [-4.43, 2.76, -1.15], [-3.53, 1.74, 0.98], [-1.38, 2.62, 1.97], [-0.27, 4.51, 0.84], [2.82, 0.99, -2.44], [1.73, 0.57, -1.79], [0.59, 1.27, -2.02], [-0.60, 1.02, -1.37], [-0.59, 0.01, -0.46], [0.53, -0.82, -0.28], [1.73, -0.50, -0.88], [0.63, 2.10, -2.74], [-1.45, 1.65, -1.67], [-1.55, -0.14, 0.07], [0.49, -1.66, 0.38], [2.66, -1.14, -0.74], [0.04, -4.16, -4.23], [-1.11, -3.45, -4.08], [-1.13, -2.46, -3.14], [-2.36, -1.76, -3.03], [-3.41, -1.89, -3.92], [-3.29, -2.88, -4.93], [-2.18, -3.67, -5.01], [-0.25, -2.20, -2.51], [-2.40, -0.92, -2.29], [-4.32, -1.35, -3.74], [-4.04, -3.01, -5.68], [-1.96, -4.38, -5.80]],
  "lowdin_charge": [0.05, -0.26, -0.02, -0.06, -0.13, -0.12, -0.02, 0.12, 0.10, 0.11, 0.11, 0.12, -0.02, -0.26, -0.02, -0.07, -0.08, -0.08, -0.02, 0.13, 0.10, 0.10, 0.10, 0.12, -0.04, -0.18, -0.05, -0.14, -0.06, -0.06, -0.04, 0.14, 0.12, 0.12, 0.09, 0.11, 0.05, -0.31, 0.00, -0.07, -0.08, -0.10, -0.04, 0.12, 0.08, 0.11, 0.11, 0.14, 0.06, -0.31, -0.03, -0.07, -0.11, -0.08, 0.00, 0.12, 0.11, 0.10, 0.11, 0.12, 0.03, -0.28, -0.02, -0.09, -0.10, -0.08, -0.03, 0.11, 0.12, 0.09, 0.12, 0.12, 0.06, -0.27, -0.01, -0.10, -0.11, -0.08, 0.00, 0.13, 0.11, 0.10, 0.09, 0.13, 0.04, -0.27, -0.01, -0.08, -0.08, -0.09, -0.02, 0.12, 0.10, 0.09, 0.10, 0.11]
}